{"formula": "C45H39Co2NO5P", "method": "wB97M-V/def2-TZVPD", "elements": ["C", "C", "C", "C", "C", "C", "N", "C", "C", "C", "C", "C", "C", "C", "H", "H", "H", "H", "H", "H", "H", "H", "H", "H", "H", "H", "H", "H", "H", "H", "H", "O", "C", "Co", "C", "O", "C", "O", "C", "C", "C", "C", "C", "C", "C", "C", "C", "Co", "C", "O", "C", "O", "P", "C", "C", "C", "C", "C", "C", "C", "C", "C", "C", "C", "C", "C", "C", "C", "C", "C", "C", "H", "H", "H", "H", "H", "H", "H", "H", "H", "H", "H", "H", "H", "H", "H", "H", "H", "H", "H", "H", "H", "H"], "coordinates": [[3.751, 0.299, 3.531], [3.318, 1.493, 2.951], [2.226, 1.442, 2.073], [1.676, 0.194, 1.761], [0.620, 0.145, 0.588], [-0.521, -0.793, 0.952], [-1.514, -0.326, 1.694], [-2.465, -1.241, 2.373], [-3.885, -0.688, 2.496], [-3.950, 0.704, 3.097], [-2.931, 1.626, 2.435], [-1.507, 1.059, 2.286], [2.068, -1.003, 2.388], [3.192, -0.954, 3.246], [4.679, 0.352, 4.107], [3.775, 2.476, 3.102], [1.825, 2.316, 1.548], [0.239, 1.120, 0.210], [-0.429, -1.911, 0.928], [-2.450, -2.212, 1.872], [-2.139, -1.468, 3.398], [-4.310, -0.682, 1.500], [-4.514, -1.393, 3.046], [-4.976, 1.098, 3.029], [-3.722, 0.609, 4.162], [-3.341, 1.943, 1.468], [-2.870, 2.541, 3.028], [-1.043, 1.053, 3.306], [-0.979, 1.754, 1.617], [1.586, -1.976, 2.181], [3.553, -1.871, 3.729], [4.500, -2.654, -1.814], [3.690, -2.294, -2.542], [2.339, -1.661, -3.537], [3.073, -0.140, -4.090], [3.785, 0.727, -4.339], [2.820, -2.905, -4.760], [3.293, -3.658, -5.474], [0.827, -2.195, -2.669], [1.071, -0.975, -2.091], [1.395, -0.421, -0.686], [2.569, 0.601, -0.958], [3.820, 0.325, -0.429], [4.816, 1.303, -0.464], [4.605, 2.507, -1.148], [3.408, 2.686, -1.847], [2.406, 1.698, -1.804], [0.332, -0.803, -3.831], [0.764, 0.658, -4.725], [0.898, 1.619, -5.369], [-1.358, -0.732, -3.484], [-2.493, -0.812, -3.302], [0.042, -1.949, -5.798], [1.070, -1.790, -7.318], [0.662, -2.295, -8.567], [1.469, -2.129, -9.700], [2.682, -1.437, -9.600], [3.079, -0.918, -8.367], [2.278, -1.091, -7.229], [-0.029, -3.787, -5.618], [0.648, -4.698, -6.442], [0.551, -6.080, -6.213], [-0.219, -6.563, -5.153], [-0.896, -5.666, -4.325], [-0.801, -4.282, -4.553], [-1.585, -1.620, -6.610], [-2.587, -2.579, -6.823], [-3.772, -2.231, -7.487], [-3.963, -0.930, -7.958], [-2.963, 0.029, -7.757], [-1.781, -0.315, -7.092], [0.420, -3.176, -2.512], [1.764, -1.499, -0.146], [3.983, -0.636, 0.057], [5.720, 1.122, 0.106], [5.370, 3.294, -1.084], [3.246, 3.636, -2.375], [1.493, 1.868, -2.394], [-0.292, -2.824, -8.627], [1.120, -2.545, -10.646], [3.296, -1.324, -10.501], [4.025, -0.373, -8.309], [2.621, -0.666, -6.278], [1.234, -4.326, -7.278], [1.096, -6.754, -6.878], [-0.285, -7.647, -4.994], [-1.493, -6.043, -3.491], [-1.349, -3.609, -3.887], [-2.425, -3.598, -6.476], [-4.530, -3.003, -7.631], [-4.890, -0.683, -8.480], [-3.118, 1.042, -8.134], [-1.010, 0.452, -6.971]], "forces_ev_per_a": [[1.3, 0.2, 0.0], [-1.1, 0.0, -0.5], [0.4, -0.9, 0.3], [-0.8, 0.5, -1.2], [-1.5, -2.3, -0.9], [3.3, -2.0, -3.3], [-5.8, 3.1, 3.7], [1.1, 1.1, -0.3], [0.0, -0.3, -0.8], [0.3, -0.4, 0.2], [-0.3, 0.2, -0.2], [-0.7, -1.6, -0.3], [1.3, 0.4, 0.3], [-1.3, 0.5, -0.4], [-0.4, -0.1, 0.2], [0.2, -0.5, 0.3], [0.3, -0.2, 0.2], [0.4, -0.2, 0.9], [0.4, 1.1, -0.1], [-0.1, 0.2, -0.3], [0.5, 0.0, 0.5], [-0.1, 0.2, -0.4], [0.1, -0.1, 0.3], [0.3, 0.0, 0.0], [0.1, 0.1, 0.2], [0.3, -0.2, -0.1], [0.1, 0.1, 0.1], [0.2, 0.1, -0.2], [0.1, -0.5, 0.5], [0.1, 0.9, -0.1], [0.0, 0.5, -0.2], [-0.8, 0.1, -1.0], [0.4, 0.4, 1.6], [4.1, -0.5, 0.1], [2.3, 0.5, 0.4], [-1.1, -0.5, -0.2], [-0.6, -0.1, -0.4], [0.3, -0.1, 0.1], [-1.3, 0.5, 1.5], [-0.8, -1.6, 0.6], [3.1, -2.0, 0.6], [-0.7, -1.9, -0.4], [0.4, 0.7, 0.2], [-0.3, -0.2, -0.1], [0.0, -0.2, 0.4], [0.0, 0.0, 0.1], [0.1, 1.1, 0.5], [-1.3, 0.1, -2.4], [-0.7, 3.0, -1.0], [0.1, -1.8, 1.0], [-2.4, 0.0, 0.7], [1.4, 0.2, -0.3], [-0.8, -0.8, -0.2], [0.5, 0.6, 0.0], [0.3, 0.2, 0.1], [-0.4, 0.0, 0.6], [-0.3, -0.2, 0.0], [0.0, -0.1, -0.2], [0.3, 0.2, -0.5], [-0.1, -0.2, 0.3], [-0.4, -0.2, 0.2], [0.0, 0.6, 0.0], [0.1, -0.1, -0.2], [0.1, 0.3, -0.1], [0.0, -0.7, 0.0], [-0.3, 0.1, -0.3], [0.1, 0.4, 0.0], [0.3, 0.0, 0.1], [0.2, -0.2, 0.2], [0.0, -0.3, 0.0], [-0.4, 0.1, -0.1], [-0.1, 0.0, 0.4], [-0.2, 2.8, -1.5], [0.0, 0.4, 0.2], [0.1, 0.1, -0.2], [-0.5, -0.4, -0.2], [0.0, -0.6, 0.0], [0.3, -0.2, 0.6], [0.3, 0.2, -0.1], [0.2, 0.2, 0.2], [-0.1, 0.1, 0.5], [-0.3, -0.2, 0.1], [-0.3, -0.3, -0.6], [0.0, -0.2, 0.2], [-0.2, 0.1, 0.3], [0.0, 0.5, 0.0], [0.2, 0.2, -0.3], [0.2, -0.1, -0.3], [-0.2, 0.2, -0.1], [0.2, 0.3, 0.0], [0.3, 0.0, 0.2], [0.2, -0.3, 0.2], [-0.2, -0.3, 0.0]], "mulliken_charge": [-0.3558, -0.7544, -0.1677, 1.2830, 0.9624, -1.6830, 0.7271, -1.1987, -0.7446, -0.8560, -0.7195, -0.7623, -0.3284, -0.8848, 0.2878, 0.3468, 0.3860, 0.5021, -0.0801, 0.2904, 0.4961, 0.2726, 0.5000, 0.3193, 0.3533, 0.3203, 0.4456, 0.4315, 0.0969, 0.4435, 0.3824, -0.3730, -0.0478, 0.4567, -0.0755, -0.4100, 0.6706, -0.4409, 0.9675, -1.2032, -0.3458, 0.5134, 0.1138, -1.1110, -0.6430, -0.9233, -0.2401, -0.2958, 0.1707, -0.4740, 0.2954, -0.3435, 1.1466, 0.3112, -0.4078, -0.7155, -0.6314, -0.7960, -0.0406, 0.1873, -0.5461, -0.6143, -0.6229, -0.7617, -0.8665, 0.4626, -0.0549, -0.6485, -0.5304, -0.7512, -0.3683, 0.8097, 0.0385, 0.5381, 0.4063, 0.3691, 0.3762, 0.5779, 0.5188, 0.3948, 0.3606, 0.4520, -0.0043, 0.4622, 0.3939, 0.3454, 0.4444, 0.4609, 0.3111, 0.3897, 0.3545, 0.3944, 0.2808], "e_lumo_ev": 2.2, "multiplicity": 1, "gap_ev": 2.195, "charge": -1}